C24H29BF5N7O4PPt as an isolated structure at a distorted geometry. Source: the OMol25 dataset; level of theory: ωB97M-V with the def2-TZVPD basis set.

* molar mass: 811.395 g mol⁻¹
* 2S+1: 5
* net charge: +1
* HOMO (alpha / beta): -10.00 / -11.87 eV
* HOMO-LUMO gap (alpha / beta): 7.3 / 4.7 eV
* lowest unoccupied orbital energy (alpha / beta): -2.73 / -7.19 eV

Each line ends with the Löwdin charge.
Positions of all 72 atoms, in Å:
Pt -0.5374 0.5568 -1.1341  1.357
C -2.3354 3.6153 -3.3937  0.010
C -2.3523 2.3306 -2.7695  -0.083
N -1.3594 2.2075 -1.8341  -0.165
N -0.6091 3.4255 -1.9536  0.018
C -1.1518 4.1929 -2.9281  -0.010
B 0.8642 3.4648 -1.3997  -0.515
N 1.6202 2.3881 -2.1518  -0.015
C 2.9760 2.4019 -2.4955  0.004
C 3.4747 1.0850 -2.5888  0.005
C 2.3376 0.2851 -2.4245  -0.087
N 1.2091 1.0398 -2.2579  -0.102
N 0.7776 3.2066 0.1783  -0.023
C 0.2976 3.9527 1.3181  0.000
C 0.2268 3.1157 2.3817  -0.014
C 0.9157 1.8281 2.0081  -0.213
N 1.0819 1.9680 0.5535  0.055
H -2.9648 3.9564 -4.2441  0.130
H -3.1446 1.5979 -2.8968  0.104
H -0.7270 5.1627 -3.0069  0.134
H 1.4419 4.5361 -1.3693  0.129
H 3.4184 3.3383 -2.4675  0.103
H 4.5228 0.8537 -2.6017  0.108
H 2.2742 -0.7653 -2.4997  0.100
H -0.0006 5.0191 1.2495  0.141
H -0.3412 3.2758 3.2933  0.122
H 0.4668 0.8704 2.3342  0.140
C -4.4419 -1.7607 -1.0266  -0.108
C -3.3226 -0.7277 -1.3037  -0.388
P -2.2427 -0.2505 0.0776  0.793
C -2.0994 -1.8181 1.0520  -0.353
C -0.9989 -1.7978 2.0938  -0.133
C -2.8391 1.1696 1.0010  -0.398
C -4.2910 1.2052 1.4503  -0.111
H -4.8343 -2.0098 -2.0125  0.079
H -5.2713 -1.3940 -0.3047  0.103
H -4.0003 -2.6330 -0.5359  0.058
H -3.7020 0.2079 -1.6428  0.038
H -2.6005 -1.1998 -1.9974  0.077
H -1.8847 -2.5106 0.2200  0.085
H -3.0783 -2.1726 1.3970  0.093
H -0.0424 -1.6507 1.5439  0.056
H -1.0467 -2.7614 2.5971  0.080
H -1.0835 -1.0667 2.9475  0.090
H -2.7231 1.9907 0.2355  0.068
H -2.0764 1.4765 1.7529  0.082
H -4.8759 0.3681 1.0544  0.057
H -4.7003 2.1846 1.1698  0.086
H -4.3468 1.0664 2.5373  0.084
F 3.3355 2.4708 1.9796  0.142
C 2.3813 1.6343 2.4793  -0.376
F 2.7691 0.3611 2.0732  0.102
C 2.4487 1.6746 4.0019  -0.525
F 2.0418 2.9120 4.4377  0.139
F 1.6032 0.7759 4.5285  0.172
F 3.7018 1.4238 4.3804  0.196
O -0.2091 -2.4474 -2.1564  0.011
C 0.6160 -2.2105 -1.2558  -0.589
O 0.8010 -1.0709 -0.6304  -0.245
C 1.5183 -3.3584 -0.7976  -0.117
C 1.4193 -4.5802 -1.5420  0.045
C 2.0366 -5.7829 -1.0587  -0.026
C 2.8501 -5.6841 0.0312  0.001
C 2.9778 -4.4890 0.7371  -0.135
C 2.2859 -3.3116 0.3344  0.064
N 4.0164 -4.3317 1.6903  -0.317
O 4.6934 -5.3473 1.9261  0.069
O 4.1927 -3.2520 2.3171  0.056
H 0.7779 -4.5524 -2.4419  0.123
H 1.9584 -6.7160 -1.5394  0.098
H 3.4519 -6.5147 0.3707  0.125
H 2.4524 -2.4285 0.9287  0.116